(1)
{"formula": "C27H56NO13S6", "method": "ωB97M-V/def2-TZVPD", "elements": ["C", "C", "O", "N", "H", "H", "C", "H", "H", "H", "H", "H", "H", "C", "C", "C", "S", "O", "O", "C", "H", "H", "H", "H", "H", "H", "H", "H", "C", "C", "C", "S", "O", "O", "C", "H", "H", "H", "H", "H", "H", "H", "H", "C", "C", "C", "S", "O", "O", "C", "H", "H", "H", "H", "H", "H", "H", "H", "C", "C", "C", "S", "O", "O", "C", "H", "H", "H", "H", "H", "H", "H", "H", "C", "C", "C", "S", "O", "O", "C", "H", "H", "H", "H", "H", "H", "H", "H", "C", "C", "C", "S", "O", "O", "C", "H", "H", "H", "H", "H", "H", "H", "H"], "coordinates": [[2.606398, 0.939903, -1.802883], [2.354398, -0.619097, -1.811883], [2.868398, -1.284097, -2.766883], [1.347398, -1.249097, -0.866883], [0.711398, -1.879097, -1.453883], [1.949398, -2.014097, -0.451883], [0.666398, -0.476097, 0.279117], [3.593398, 1.063903, -2.143883], [2.629398, 1.519903, -0.852883], [1.955398, 1.340903, -2.682883], [-0.033602, -1.034097, 0.618117], [0.295398, 0.290903, 0.264117], [1.355398, 0.052903, 0.863117], [-3.620602, -4.451097, -0.615883], [-2.318602, -5.122097, -0.212883], [-1.345602, -5.219097, -1.225883], [-1.455602, -3.822097, -2.247883], [-1.686602, -3.910097, -3.706883], [-0.487602, -2.867097, -1.714883], [-2.909602, -3.202097, -1.462883], [-4.175602, -3.938097, 0.174117], [-4.276602, -5.186097, -1.081883], [-2.538602, -6.220097, -0.184883], [-1.884602, -4.807097, 0.731117], [-1.632602, -5.838097, -1.783883], [-0.214602, -5.338097, -0.807883], [-3.777602, -2.781097, -2.016883], [-2.940602, -2.459097, -0.767883], [-0.075602, -2.984097, 4.688117], [1.309398, -3.591097, 4.967117], [1.952398, -4.068097, 3.849117], [0.736398, -4.181097, 2.524117], [0.708398, -5.600097, 2.236117], [1.056398, -3.174097, 1.550117], [-0.651602, -3.757097, 3.342117], [0.026398, -1.955097, 4.313117], [-0.697602, -2.873097, 5.367117], [1.041398, -4.330097, 5.507117], [1.932398, -3.059097, 5.705117], [2.453398, -4.952097, 3.960117], [2.790398, -3.404097, 3.488117], [-1.188602, -4.578097, 3.702117], [-1.249602, -3.091097, 2.806117], [3.411398, 1.327903, 5.821117], [2.372398, 2.379903, 5.904117], [2.108398, 2.836903, 4.688117], [2.079398, 1.479903, 3.612117], [2.926398, 1.654903, 2.431117], [0.793398, 0.838903, 3.403117], [2.917398, 0.369903, 4.772117], [3.625398, 0.860903, 6.733117], [4.383398, 1.802903, 5.434117], [2.719398, 3.116903, 6.444117], [1.595398, 2.003903, 6.304117], [2.890398, 3.383903, 4.567117], [1.276398, 3.487903, 4.488117], [3.730398, -0.049097, 4.114117], [2.274398, -0.462097, 5.171117], [2.276398, 1.812903, -6.811883], [1.000398, 1.507903, -7.656883], [0.085398, 0.773903, -6.910883], [0.878398, -0.086097, -5.652883], [0.930398, -1.519097, -5.986883], [0.472398, 0.247903, -4.387883], [2.457398, 0.548903, -6.015883], [1.692398, 2.662903, -6.078883], [3.321398, 2.068903, -7.435883], [1.343398, 1.097903, -8.653883], [0.415398, 2.574903, -8.026883], [-0.495602, 0.222903, -7.516883], [-0.612602, 1.448903, -6.379883], [3.046398, -0.162097, -6.519883], [2.858398, 0.787903, -4.910883], [0.268398, 6.537903, -2.520883], [0.554398, 5.427903, -1.632883], [0.874398, 4.408903, -2.599883], [-0.194602, 4.420903, -3.910883], [-1.502602, 3.834903, -3.578883], [0.425398, 4.187903, -5.163883], [-0.455602, 6.177903, -3.810883], [1.128398, 7.060903, -2.775883], [-0.340602, 7.331903, -2.062883], [-0.388602, 5.291903, -1.160883], [1.469398, 5.780903, -1.022883], [1.024398, 3.400903, -2.080883], [1.885398, 4.615903, -2.883883], [-1.524602, 6.356903, -3.652883], [0.017398, 6.711903, -4.580883], [-3.088602, 1.144903, 2.300117], [-4.300602, 1.173903, 3.395117], [-5.178602, 0.206903, 3.132117], [-4.237602, -1.147097, 2.407117], [-4.949602, -1.530097, 1.258117], [-3.936602, -2.189097, 3.371117], [-2.851602, -0.252097, 2.055117], [-2.119602, 1.626903, 2.318117], [-3.718602, 1.549903, 1.560117], [-4.922602, 2.129903, 3.549117], [-3.915602, 1.250903, 4.459117], [-5.767602, 0.603903, 2.650117], [-5.770602, -0.019097, 3.953117], [-2.441602, -0.412097, 0.921117], [-1.993602, -0.600097, 2.897117]], "forces_ev_per_angstrom": [[-1.550, -0.781, -0.390], [1.857, 0.170, -4.785], [-2.762, 2.296, 5.340], [1.569, -0.187, -0.150], [-0.445, 0.615, 0.236], [-0.939, 0.827, 0.282], [10.620, -10.609, -2.359], [1.373, -0.179, -0.693], [-0.937, -0.642, -0.491], [0.683, -0.569, 1.884], [-3.595, -4.448, 3.172], [-8.224, 14.900, -4.209], [2.383, -1.426, 2.261], [2.030, 2.089, -0.796], [-2.648, -2.559, 3.831], [8.688, 7.691, 5.128], [-1.718, 4.145, -1.923], [1.006, -0.834, 3.084], [1.288, 0.069, -0.476], [-5.610, -3.104, -1.242], [0.227, -0.446, 0.130], [0.058, 0.561, -0.701], [-0.127, 0.655, 1.450], [-0.288, 0.174, 0.180], [-3.148, -9.983, -8.247], [-2.751, 0.098, -1.365], [1.093, -0.563, -1.199], [1.779, 2.006, 2.294], [5.750, 0.832, -9.305], [-1.668, 5.485, 2.667], [2.852, 2.224, -5.014], [3.020, -2.519, -0.030], [-0.393, 0.476, -1.037], [-0.140, 0.330, -0.958], [-0.095, 1.955, 4.195], [0.308, 0.051, -0.001], [-5.751, -0.034, 6.652], [-1.617, -5.741, 3.945], [-0.191, 0.546, -0.610], [0.718, -2.692, 0.224], [-1.055, -0.193, -0.023], [-0.785, -1.506, 0.052], [-1.004, 0.899, -0.947], [2.502, 0.285, -1.861], [3.091, -3.292, 3.384], [-5.115, 1.271, -6.354], [0.977, -3.474, -1.713], [-0.827, 0.475, 0.863], [-0.592, 1.142, -0.142], [0.973, -1.075, -1.063], [0.274, -0.602, 1.372], [-1.165, -0.626, 0.629], [1.532, 3.810, 3.378], [-5.658, -2.776, 3.585], [5.052, 3.571, -2.762], [-0.765, 0.026, 0.214], [-0.743, 0.115, 0.918], [0.306, 1.059, -0.609], [-0.948, 2.608, 0.398], [3.026, 5.635, -5.586], [-2.996, 1.292, 3.443], [2.510, -5.859, -5.264], [-0.352, 1.554, 0.378], [-1.967, 2.097, 5.482], [1.443, 2.176, 3.774], [2.879, -1.772, -1.726], [-3.228, -0.113, 1.828], [-0.704, -0.210, 1.101], [1.923, -2.778, 1.006], [-2.054, -2.628, -1.686], [0.247, -0.156, -0.058], [0.651, -1.074, -0.379], [-0.277, -0.745, -2.547], [-2.054, 3.955, -0.656], [0.618, 1.736, 1.551], [3.271, -4.919, 2.645], [-4.583, 1.654, -0.842], [2.098, -0.128, -0.044], [1.057, -1.407, -1.230], [-0.615, -0.625, 2.022], [1.947, 0.756, -0.595], [0.189, -0.247, 0.311], [-0.296, -0.861, 1.459], [-1.809, -1.218, -0.260], [-0.760, 0.864, -1.074], [0.567, 0.173, -1.146], [0.233, -0.106, -0.688], [0.046, 0.406, -1.445], [-2.763, 1.828, 1.272], [6.653, 8.304, 5.194], [6.483, -10.657, 6.354], [-2.374, -1.863, 2.618], [-0.827, -0.812, -2.717], [0.253, 0.749, -0.223], [6.005, -2.068, -0.895], [-0.338, 0.814, 0.848], [0.062, 0.701, -2.013], [1.317, -0.530, -1.337], [0.283, -1.069, -0.959], [-10.690, 5.568, -10.511], [-0.620, -1.457, 1.952], [-1.083, -0.111, 2.845], [-2.128, 0.557, -2.493]], "lowdin_charge": [0.0173, -0.2712, 0.0931, 0.1341, 0.1050, 0.1819, 0.0585, 0.0597, 0.0873, 0.0997, 0.0303, -0.0332, 0.0890, -0.0986, -0.2577, -0.2610, 0.7887, -0.2743, -0.3587, -0.1862, 0.0978, 0.1161, 0.1498, 0.1115, -0.0119, 0.2042, 0.1245, 0.0356, -0.0676, -0.2512, -0.2366, 0.6688, -0.3041, -0.3093, -0.1908, 0.1044, 0.0284, 0.0603, 0.1453, 0.0877, 0.1379, 0.1026, 0.0644, -0.1748, -0.2894, -0.2742, 0.7235, -0.3301, -0.3399, -0.2042, 0.1100, 0.1636, 0.1103, 0.0886, 0.0759, 0.1492, 0.1219, 0.1168, -0.2052, -0.2962, -0.3112, 0.6049, -0.3155, -0.2786, -0.2809, 0.1420, 0.1782, 0.1297, 0.1895, 0.0870, 0.1327, 0.0911, 0.1373, -0.2753, -0.2431, -0.3125, 0.6702, -0.3068, -0.3052, -0.1857, 0.0980, 0.1330, 0.1215, 0.1718, 0.1280, 0.1218, 0.1182, 0.0951, -0.1809, -0.2429, -0.2630, 0.6550, -0.2815, -0.3057, -0.3234, 0.1164, 0.1047, 0.1595, 0.1367, -0.0046, 0.1358, 0.1680, 0.1736], "e_lumo_ha": -0.0820, "homo_lumo_gap_ev": 9.34, "relative_energy_ev": 9.231, "charge": 1}

=====

(2)
{"formula": "C27H56NO20S2", "method": "ωB97M-V/def2-TZVPD", "elements": ["C", "C", "C", "C", "C", "S", "O", "O", "N", "S", "O", "O", "C", "O", "C", "H", "H", "H", "H", "H", "H", "H", "H", "H", "H", "H", "H", "H", "H", "H", "H", "C", "C", "O", "C", "O", "O", "C", "H", "H", "H", "H", "H", "H", "H", "H", "C", "C", "O", "C", "O", "O", "C", "H", "H", "H", "H", "H", "H", "H", "H", "C", "C", "O", "C", "O", "O", "C", "H", "H", "H", "H", "H", "H", "H", "H", "C", "C", "O", "C", "O", "O", "C", "H", "H", "H", "H", "H", "H", "H", "H", "C", "C", "O", "C", "O", "O", "C", "H", "H", "H", "H", "H", "H", "H", "H"], "coordinates": [[6.858665, -3.659050, 5.751110], [7.145194, -3.011516, 4.379875], [5.893941, -2.381664, 3.749978], [5.721721, -0.924443, 4.195151], [4.343127, -0.273147, 4.040235], [3.028865, -0.910090, 5.114321], [3.532308, -2.106269, 5.760508], [2.673041, 0.200272, 5.979909], [1.723426, -1.151273, 4.214887], [1.591484, -2.242159, 3.079910], [2.830501, -2.528537, 2.379218], [0.445775, -1.860614, 2.267325], [1.066433, -3.827103, 3.854426], [1.145345, -3.897616, 5.234541], [0.161991, -3.156921, 5.938573], [5.872237, -3.363605, 6.116239], [7.593887, -3.368932, 6.508166], [6.884942, -4.750673, 5.688562], [7.564262, -3.753277, 3.693419], [7.914199, -2.236788, 4.497729], [5.014802, -2.960499, 4.020261], [5.962253, -2.414796, 2.657832], [6.412354, -0.315215, 3.595370], [6.045119, -0.809670, 5.236905], [3.988264, -0.296514, 3.010932], [4.403698, 0.769925, 4.362516], [1.733565, -4.584323, 3.440740], [0.046442, -3.974882, 3.474171], [-0.550089, -3.852708, 6.399780], [0.660775, -2.569528, 6.711431], [-0.375321, -2.466573, 5.283264], [-0.167136, 1.330609, 2.138355], [-1.492551, 1.233118, 2.846314], [-2.417020, 2.279357, 2.433711], [-3.016885, 2.052871, 1.275815], [-2.897200, 1.065720, 0.592286], [-3.801700, 3.096511, 0.983773], [-4.468564, 2.997876, -0.274253], [0.304156, 2.297534, 2.327382], [0.479371, 0.537270, 2.511714], [-0.279305, 1.199535, 1.062056], [-1.379546, 1.374625, 3.918852], [-1.965387, 0.269485, 2.666642], [-5.023804, 2.064205, -0.347512], [-3.750098, 3.057760, -1.091634], [-5.145260, 3.846467, -0.315375], [-1.204243, -1.047176, -1.234779], [-0.358019, -2.250008, -0.893463], [-0.277968, -3.164727, -2.020167], [0.496017, -2.784766, -3.022139], [1.162099, -1.783796, -3.092183], [0.425096, -3.719689, -3.983856], [1.186196, -3.413827, -5.152615], [-2.185434, -1.362985, -1.595239], [-1.350719, -0.419262, -0.359367], [-0.721633, -0.452110, -2.011356], [-0.804234, -2.845371, -0.102031], [0.643183, -1.969675, -0.574610], [2.224687, -3.212968, -4.895338], [0.769271, -2.549342, -5.668568], [1.115035, -4.294501, -5.785051], [-5.506038, 2.934850, -7.766055], [-6.419293, 2.457631, -6.658987], [-5.859112, 1.334910, -5.955002], [-4.877499, 1.634637, -5.098328], [-4.469618, 2.742539, -4.859325], [-4.433531, 0.504069, -4.562693], [-3.296458, 0.658243, -3.697762], [-5.267504, 2.115344, -8.445258], [-5.988534, 3.726420, -8.340318], [-4.577930, 3.328452, -7.355135], [-7.359285, 2.078288, -7.055530], [-6.633896, 3.256335, -5.949305], [-3.499045, 1.387046, -2.916955], [-2.426671, 0.967779, -4.275000], [-3.123358, -0.318194, -3.260507], [0.599751, -3.089707, -10.815588], [0.704182, -1.587388, -10.676629], [-0.588842, -0.970786, -10.536639], [-1.126054, -1.058018, -9.319351], [-0.613810, -1.562270, -8.354313], [-2.323738, -0.476346, -9.349905], [-3.017514, -0.497022, -8.098266], [-0.051851, -3.350595, -11.650270], [1.588527, -3.509283, -11.004382], [0.204287, -3.537424, -9.905331], [1.115203, -1.136954, -11.578185], [1.325738, -1.306595, -9.826992], [-2.402799, -0.067356, -7.309670], [-3.289385, -1.516704, -7.830494], [-3.916802, 0.096421, -8.230443], [1.075280, 2.764207, 6.978164], [0.912106, 3.913364, 6.017209], [-0.247850, 4.729178, 6.322830], [-0.095058, 5.599808, 7.303666], [0.913233, 5.838832, 7.918977], [-1.272604, 6.211141, 7.510152], [-1.252572, 7.176643, 8.559100], [0.172637, 2.152245, 6.995623], [1.899522, 2.130348, 6.653653], [1.275890, 3.123120, 7.988387], [0.715910, 3.552888, 5.009271], [1.790679, 4.557484, 5.996606], [-0.474065, 7.918434, 8.389235], [-1.081081, 6.694444, 9.521000], [-2.232759, 7.644991, 8.544099]], "forces_ev_per_angstrom": [[0.109, 0.054, 0.015], [-0.037, 0.044, 0.054], [-0.004, 0.108, -0.128], [-0.032, 0.084, 0.090], [0.120, 0.074, -0.030], [-0.159, -0.057, -0.009], [-0.067, 0.175, -0.103], [0.210, -0.212, 0.025], [0.199, -0.023, 0.000], [-0.103, 0.092, 0.106], [-0.012, 0.079, -0.008], [0.188, -0.137, -0.083], [-0.140, -0.110, -0.083], [0.096, 0.003, -0.028], [-0.118, 0.070, 0.043], [0.049, -0.008, 0.000], [-0.042, -0.025, -0.080], [-0.108, 0.088, -0.011], [-0.005, 0.014, 0.083], [-0.053, -0.069, -0.096], [-0.055, -0.055, 0.006], [-0.044, 0.039, 0.055], [-0.016, 0.009, 0.153], [-0.091, -0.110, -0.045], [-0.038, -0.163, 0.028], [0.005, -0.069, -0.151], [-0.018, 0.075, 0.022], [0.075, -0.009, 0.077], [0.042, 0.051, -0.026], [-0.038, -0.049, -0.048], [0.048, -0.040, 0.060], [0.101, 0.131, -0.007], [0.017, -0.154, 0.079], [-0.029, 0.003, -0.116], [0.140, -0.113, 0.219], [-0.161, 0.117, -0.158], [-0.013, 0.063, -0.007], [-0.020, 0.026, -0.009], [-0.020, 0.001, 0.019], [0.011, 0.025, -0.005], [-0.025, -0.022, 0.020], [-0.035, 0.077, -0.013], [0.034, -0.022, -0.007], [0.011, -0.003, -0.003], [-0.007, -0.020, 0.002], [0.006, 0.000, 0.002], [0.053, -0.004, -0.126], [-0.015, 0.054, 0.102], [0.014, -0.015, -0.006], [-0.007, -0.082, -0.025], [0.019, 0.056, 0.005], [-0.014, 0.014, 0.021], [0.004, -0.008, -0.036], [-0.006, -0.035, 0.105], [-0.011, -0.056, 0.052], [0.000, 0.007, 0.020], [0.009, 0.005, -0.008], [0.035, -0.013, -0.065], [-0.002, 0.002, 0.004], [0.008, -0.003, 0.002], [-0.007, 0.009, -0.002], [0.102, -0.035, -0.017], [-0.086, 0.058, -0.018], [0.015, -0.012, -0.017], [-0.002, -0.019, -0.007], [0.005, 0.014, 0.024], [0.015, 0.031, -0.080], [0.048, -0.074, 0.092], [-0.044, 0.016, -0.027], [-0.038, -0.008, 0.012], [-0.013, 0.010, 0.006], [0.013, -0.012, 0.003], [0.043, -0.012, 0.016], [-0.007, -0.003, -0.008], [-0.008, 0.041, 0.008], [-0.029, 0.010, -0.040], [-0.066, -0.004, 0.000], [0.117, 0.022, -0.034], [-0.046, -0.043, -0.003], [0.016, 0.082, -0.026], [0.006, -0.048, 0.039], [-0.019, 0.024, -0.031], [-0.112, -0.007, 0.189], [0.020, -0.003, -0.008], [0.004, -0.003, -0.001], [0.014, 0.012, 0.007], [-0.017, 0.006, 0.005], [-0.027, -0.019, 0.015], [0.020, -0.030, -0.003], [0.054, -0.003, 0.023], [0.028, 0.007, -0.097], [-0.072, 0.089, 0.121], [0.100, -0.043, -0.154], [-0.034, -0.031, 0.039], [-0.053, 0.042, 0.008], [0.043, -0.009, 0.015], [0.009, -0.013, -0.018], [-0.030, 0.022, 0.008], [0.023, -0.029, -0.029], [-0.057, -0.028, 0.018], [0.016, 0.028, -0.027], [-0.018, 0.017, 0.005], [-0.012, 0.002, 0.043], [0.002, -0.004, 0.002], [0.022, 0.005, -0.006], [0.003, -0.007, 0.003]], "lowdin_charge": [-0.1042, -0.2591, -0.2317, -0.2308, -0.2334, 0.5340, -0.3286, -0.3634, -0.3304, 0.5237, -0.3433, -0.3639, -0.2703, -0.2051, -0.1045, 0.0606, 0.0598, 0.0624, 0.0924, 0.0948, 0.0872, 0.1100, 0.1107, 0.1143, 0.0875, 0.0885, 0.1079, 0.1023, 0.0826, 0.0872, 0.0815, -0.0565, -0.1808, 0.0436, -0.6084, 0.1025, 0.0024, -0.0481, 0.0777, 0.0476, 0.0711, 0.1229, 0.1220, 0.0941, 0.0886, 0.0914, -0.0589, -0.1823, 0.0400, -0.6170, 0.1192, -0.0065, -0.0481, 0.0722, 0.0533, 0.0777, 0.1193, 0.1219, 0.0932, 0.0900, 0.0890, -0.0640, -0.2096, 0.0260, -0.6191, 0.1203, 0.0078, -0.0129, 0.0688, 0.0796, 0.0773, 0.1212, 0.1227, 0.0851, 0.1037, 0.0769, -0.0654, -0.2108, 0.0339, -0.6133, 0.1207, 0.0096, -0.0260, 0.0805, 0.0795, 0.0752, 0.1212, 0.1227, 0.0971, 0.1036, 0.0783, -0.0572, -0.1908, 0.0406, -0.6188, 0.1145, -0.0045, -0.0547, 0.0859, 0.0492, 0.0778, 0.1174, 0.1212, 0.0925, 0.0952, 0.0893], "e_lumo_ha": 0.0698, "homo_lumo_gap_ev": 8.15, "charge": -1}

=====

no.,HOMO (eV),molar mass (g mol⁻¹)
1,-11.5726,795.1
2,-6.2543,778.9